Entry from the Open Molecules 2025 dataset: a structure of composition C36H37F3HgO3P2S (ωB97M-V with the def2-TZVPD basis set).

- ΔE to the lowest compared entry with this formula, charge and spin: 0.00 kJ/mol
- E: -85809.893 eV
- Kohn-Sham gap: 4.4 eV
- Net charge: 0
- HOMO: -8.0 eV

XYZ file:
```
83
Properties=species:S:1:pos:R:3:forces:R:3
Hg 2.7006 -1.7549 3.3023 0.89 -0.87 -0.17
C 6.4671 -1.8282 1.1814 0.35 0.77 0.48
C 5.4369 -0.9966 0.9739 0.23 -0.28 0.24
C 4.7977 -0.5113 -0.2988 -0.55 0.43 -0.30
C 3.6954 -1.4102 -0.9381 0.09 0.34 -0.25
C 3.8788 -2.9019 -0.8403 0.12 -0.30 0.01
C 5.0536 -3.5333 -0.7461 -0.29 -0.45 -0.29
C 6.3829 -2.9102 -1.0591 0.28 0.22 0.37
C 7.2333 -2.6368 0.1896 -0.04 -0.07 -0.35
C 2.3858 -3.8528 2.9892 -0.60 -1.05 -0.15
H 6.9049 -1.8526 2.1804 -0.48 -0.18 -0.05
H 5.0043 -0.5178 1.8615 0.32 0.02 0.07
H 5.5253 -0.1909 -1.0580 -0.03 -0.30 0.33
H 4.2943 0.4266 -0.0084 0.10 -0.16 -0.29
H 2.7531 -1.1488 -0.4281 0.08 -0.20 -0.21
H 3.5576 -1.1101 -1.9963 -0.02 0.00 0.43
H 2.9374 -3.4667 -0.8748 0.41 0.02 0.45
H 5.1092 -4.5965 -0.4781 -0.30 0.35 -0.31
H 6.2171 -1.9557 -1.5645 0.20 -0.39 -0.27
H 6.9502 -3.5892 -1.7086 -0.24 0.20 -0.08
H 7.5856 -3.5719 0.6496 -0.32 0.27 0.04
H 8.1559 -2.1041 -0.0915 -0.20 -0.01 0.02
H 2.8695 -4.4603 3.7611 0.16 0.80 0.17
H 2.8431 -4.1164 2.0262 -0.09 0.64 0.17
H 1.2912 -3.9597 3.0337 0.49 0.18 -0.19
P -3.0704 3.0992 0.4479 -0.15 -0.17 0.97
P -4.3618 0.5584 -1.0253 -0.70 -0.62 0.46
C -3.1097 3.0039 -1.3552 -0.18 -1.05 -0.92
C -3.7065 1.9462 -1.9712 0.46 1.46 0.21
C -3.4702 4.8685 0.7519 -0.03 0.23 -0.01
C -3.2849 5.8853 -0.1959 -0.12 0.28 0.48
C -3.5663 7.2160 0.1368 -0.07 -0.14 0.05
C -4.0431 7.5424 1.4092 0.07 -0.31 0.00
C -4.2633 6.5256 2.3474 0.05 0.10 -0.16
C -4.0006 5.1965 2.0177 0.28 0.13 -0.45
C -1.2532 3.0106 0.7754 0.10 0.14 -0.28
C -0.6102 1.7715 0.5738 0.10 0.46 0.09
C 0.7765 1.6810 0.7063 -0.06 0.24 0.11
C 1.5294 2.8198 1.0261 -0.23 0.02 0.07
C 0.8834 4.0354 1.2724 -0.04 -0.22 0.06
C -0.5070 4.1273 1.1722 0.22 -0.29 -0.17
C -6.0078 0.4318 -1.8919 0.14 -0.01 -0.09
C -6.9419 1.4594 -1.6510 0.17 -0.30 -0.32
C -8.1146 1.5248 -2.4034 0.09 -0.18 -0.04
C -8.3753 0.5629 -3.3866 0.22 -0.05 0.16
C -7.4811 -0.4928 -3.5769 -0.01 0.05 0.23
C -6.3115 -0.5769 -2.8149 -0.14 0.37 -0.06
C -3.4307 -0.8503 -1.7577 0.18 -0.06 0.06
C -3.4618 -2.0750 -1.0587 0.00 0.25 -0.47
C -2.8865 -3.2149 -1.6183 0.08 0.09 -0.12
C -2.2488 -3.1425 -2.8634 -0.18 0.18 0.13
C -2.1555 -1.9132 -3.5219 0.07 0.02 0.18
C -2.7123 -0.7598 -2.9567 -0.11 -0.56 0.02
H -2.6066 3.7998 -1.9141 -0.39 -0.28 -0.17
H -3.8789 1.9172 -3.0535 0.38 0.21 0.22
H -2.9168 5.6547 -1.1934 -0.04 0.10 0.25
H -3.4098 8.0009 -0.6047 -0.05 -0.20 0.21
H -4.2445 8.5831 1.6724 0.05 -0.34 -0.10
H -4.6403 6.7727 3.3404 0.06 -0.06 -0.27
H -4.1937 4.4009 2.7383 0.08 0.19 -0.16
H -1.1984 0.8929 0.2970 0.15 0.23 0.05
H 1.2798 0.7229 0.5578 -0.14 0.25 -0.08
H 2.6172 2.7582 1.0897 -0.30 0.01 0.00
H 1.4567 4.9224 1.5427 -0.08 -0.26 -0.06
H -1.0095 5.0741 1.3773 0.18 -0.25 -0.13
H -6.7272 2.2194 -0.8963 -0.05 -0.17 -0.22
H -8.8264 2.3310 -2.2305 0.16 -0.17 -0.04
H -9.2757 0.6317 -3.9971 0.21 -0.02 0.18
H -7.6834 -1.2593 -4.3232 -0.02 0.16 0.15
H -5.6206 -1.4089 -2.9617 -0.18 0.27 -0.04
H -3.9528 -2.1237 -0.0855 0.05 0.00 -0.27
H -2.9416 -4.1648 -1.0854 0.04 0.23 -0.15
H -1.8262 -4.0437 -3.3126 -0.11 0.31 0.14
H -1.6462 -1.8494 -4.4840 -0.08 -0.02 0.27
H -2.5947 0.1990 -3.4597 -0.12 -0.29 0.04
F 7.1314 -5.4354 5.6113 -0.75 -0.30 -0.67
C 6.2461 -5.6494 4.6062 0.22 0.16 -0.07
F 6.5613 -6.8196 3.9986 -0.21 0.86 0.50
F 5.0102 -5.7840 5.1513 0.49 -0.11 -0.13
S 6.2580 -4.2001 3.4014 0.93 -0.44 -0.33
O 5.5943 -3.1345 4.1545 -0.18 -0.24 -0.20
O 7.6882 -4.0093 3.1706 -1.21 -0.07 0.22
O 5.5053 -4.6894 2.2462 0.09 0.23 0.79
```
Positions in Å, forces in eV/Å.

Need the Löwdin charges? In units of e they are: number 1, Hg, carries 1.18; number 2, C, carries -0.12; number 3, C, carries -0.14; number 4, C, carries -0.21; number 5, C, carries -0.20; number 6, C, carries -0.13; number 7, C, carries -0.11; number 8, C, carries -0.18; number 9, C, carries -0.17; number 10, C, carries -0.20; number 11, H, carries 0.09; number 12, H, carries 0.06; number 13, H, carries 0.11; number 14, H, carries 0.09; number 15, H, carries 0.08; number 16, H, carries 0.12; number 17, H, carries 0.10; number 18, H, carries 0.11; number 19, H, carries 0.09; number 20, H, carries 0.12; number 21, H, carries 0.10; number 22, H, carries 0.12; number 23, H, carries 0.00; number 24, H, carries 0.00; number 25, H, carries -0.01; number 26, P, carries 0.99; number 27, P, carries 0.99; number 28, C, carries -0.33; number 29, C, carries -0.35; number 30, C, carries -0.40; number 31, C, carries -0.10; number 32, C, carries -0.08; number 33, C, carries -0.09; number 34, C, carries -0.09; number 35, C, carries -0.11; number 36, C, carries -0.36; number 37, C, carries -0.10; number 38, C, carries -0.10; number 39, C, carries -0.10; number 40, C, carries -0.08; number 41, C, carries -0.08; number 42, C, carries -0.37; number 43, C, carries -0.11; number 44, C, carries -0.09; number 45, C, carries -0.09; number 46, C, carries -0.09; number 47, C, carries -0.09; number 48, C, carries -0.41; number 49, C, carries -0.12; number 50, C, carries -0.09; number 51, C, carries -0.09; number 52, C, carries -0.08; number 53, C, carries -0.09; number 54, H, carries 0.07; number 55, H, carries 0.08; number 56, H, carries 0.09; number 57, H, carries 0.10; number 58, H, carries 0.10; number 59, H, carries 0.10; number 60, H, carries 0.10; number 61, H, carries 0.09; number 62, H, carries 0.08; number 63, H, carries 0.10; number 64, H, carries 0.10; number 65, H, carries 0.10; number 66, H, carries 0.10; number 67, H, carries 0.10; number 68, H, carries 0.10; number 69, H, carries 0.10; number 70, H, carries 0.10; number 71, H, carries 0.10; number 72, H, carries 0.10; number 73, H, carries 0.10; number 74, H, carries 0.10; number 75, H, carries 0.09; number 76, F, carries 0.10; number 77, C, carries -0.61; number 78, F, carries 0.11; number 79, F, carries 0.08; number 80, S, carries 0.46; number 81, O, carries -0.40; number 82, O, carries -0.32; number 83, O, carries -0.34